No. 1
DFT (wB97M-V/def2-TZVPD) results for C5H11N2O as an isolated structure.

The geometry in ORCA input format:
```
! RIJCOSX wB97M-V def2-TZVPD def2/J DEFGRID3
* xyz 1 1
H 2.531 0.001 -0.347
C 0.667 -0.639 0.367
N 1.755 0.350 0.203
O -2.672 -0.136 -0.537
H -1.822 -1.480 0.793
H 1.661 2.397 -0.229
C -0.312 1.466 0.069
H -0.980 1.774 -0.762
H -2.269 0.150 1.417
H -3.023 -0.976 -0.769
C -1.844 -0.399 0.587
H 1.993 -2.799 -0.364
C 0.940 -2.373 -0.588
H 1.153 1.501 -1.589
H 0.119 -3.149 -0.238
H -0.579 1.970 0.981
H 2.039 0.701 1.195
C 1.134 1.557 -0.453
N -0.491 0.084 0.262
*
```

Its frontier orbital gap (alpha / beta) is 7.595 / 8.481 eV. The molar mass comes out at 115.16 g/mol. For the LUMO energy (alpha / beta), the calculation gives -4.29 / -4.25 eV. Its total energy is -10378.699 eV. The energy above the lowest of the compared OMol25 structures with the same formula, charge and spin is 666.4 kJ/mol. The HOMO energy (alpha / beta) is -0.43682 / -0.46768 hartree.

Atomic partial charges in e from the Löwdin method, atoms 1 to 8: 0.17, -0.09, 0.08, 0.00, 0.14, 0.10, -0.12, 0.15

=====

No. 2
DFT (wB97M-V/def2-TZVPD) results for a 2-piece molecular cluster, C5H12O2 overall.

The geometry in ORCA input format:
```
! RIJCOSX wB97M-V def2-TZVPD def2/J DEFGRID3
* xyz 0 1
C -0.069 1.482 0.819
H -0.028 -3.401 -1.018
H -1.956 2.505 1.130
H -0.249 0.736 1.603
C -0.889 2.749 1.073
H -0.742 3.445 0.242
H 0.911 -2.300 -2.062
H 2.290 -2.534 0.097
O -0.002 1.259 -1.574
H -1.448 0.347 -0.500
H -0.226 -1.434 0.650
C 0.614 -1.589 -0.038
H 0.982 -0.608 -0.354
H 1.004 1.699 0.782
O 1.606 -2.253 0.715
H -0.598 3.241 2.003
C 0.155 -2.352 -1.271
H -0.768 -1.924 -1.678
C -0.527 0.973 -0.523
*
```

Its frontier orbital gap is 10.669 eV. The molar mass comes out at 104.15 g/mol. For the LUMO energy, the calculation gives 0.77 eV. Its total energy is -9473.699 eV. The energy above the lowest of the compared OMol25 structures with the same formula, charge and spin is 138.6 kJ/mol. The SMILES is CCC=O.CCO. The HOMO energy is -0.36376 hartree.

Atomic partial charges in e from the Löwdin method, atoms 1 to 8: -0.22, 0.08, 0.08, 0.11, -0.10, 0.08, 0.08, 0.09

=====

No. 3
DFT (wB97M-V/def2-TZVPD) results for a 2-piece molecular cluster, C4H8NO3 overall.

The geometry in ORCA input format:
```
! RIJCOSX wB97M-V def2-TZVPD def2/J DEFGRID3
* xyz -1 1
C -1.177 0.006 -3.356
H -0.047 0.175 0.508
C -0.526 0.431 -1.924
H 1.584 0.275 0.222
N 0.952 -0.028 0.972
C 1.366 -0.318 2.233
O 0.657 0.804 -2.017
H -0.474 0.546 -4.055
O 2.580 -0.279 2.383
O -1.103 0.340 -0.711
H -0.669 -0.227 2.334
H -1.097 -1.105 -3.534
C 0.099 -0.367 3.113
H -2.189 0.324 -3.400
H -0.201 -1.157 3.546
H 0.244 0.580 3.685
*
```

Its frontier orbital gap is 8.658 eV. The molar mass comes out at 118.11 g/mol. For the LUMO energy, the calculation gives 3.94 eV. Its total energy is -11911.185 eV. The energy above the lowest of the compared OMol25 structures with the same formula, charge and spin is 203.5 kJ/mol. The HOMO energy is -0.17329 hartree.

Atomic partial charges in e from the Löwdin method, atoms 1 to 8: -0.04, 0.07, -0.63, 0.09, 0.09, -0.59, -0.09, 0.06

=====

No. 4
DFT (wB97M-V/def2-TZVPD) results for a 2-piece molecular cluster, CH2O2 overall.

The geometry in ORCA input format:
```
! RIJCOSX wB97M-V def2-TZVPD def2/J DEFGRID3
* xyz 0 3
H 0.705 -0.575 -1.177
H -0.706 -0.942 0.435
C -0.149 -0.163 -0.086
O -0.448 1.143 0.049
O 0.598 0.538 0.779
*
```

Its frontier orbital gap (alpha / beta) is 7.124 / 9.270 eV. The molar mass comes out at 46.03 g/mol. For the LUMO energy (alpha / beta), the calculation gives 0.86 / -1.68 eV. Its total energy is -5154.616 eV. The energy above the lowest of the compared OMol25 structures with the same formula, charge and spin is 369.6 kJ/mol. Its expectation value of S² is 2.01. The HOMO energy (alpha / beta) is -0.23010 / -0.40256 hartree.

Partial charges, Löwdin, in e: 0.21, 0.10, -0.30, 0.00, -0.01

=====

No. 5
DFT (wB97M-V/def2-TZVPD) results for H16O8Xe as an isolated structure.

The geometry in ORCA input format:
```
! RIJCOSX wB97M-V def2-TZVPD def2/J DEFGRID3
* xyz 0 1
O -2.876 0.655 -1.275
Xe 0.262 -0.541 0.387
H 2.451 0.985 -1.947
H -1.785 1.981 -0.393
O 0.238 2.951 2.276
O 1.349 -2.554 -2.299
H -2.998 0.975 -2.169
H 1.948 1.329 4.188
H -0.316 2.715 1.533
H -1.980 3.473 -0.226
O -1.502 2.727 0.136
H 2.487 0.305 -3.299
H -0.266 2.686 3.045
H -2.273 -2.625 -1.288
H 0.561 -3.152 2.473
H -2.808 -0.295 -1.368
H 1.587 1.902 2.834
H 1.563 -1.650 -2.070
O 2.489 0.122 -2.359
H 1.225 -2.992 -1.456
H 2.037 -2.837 2.350
O 1.394 -3.527 2.185
O -2.820 -2.159 -1.920
O 2.336 1.676 3.386
H -2.304 -2.152 -2.726
*
```

Its frontier orbital gap is 10.898 eV. The molar mass comes out at 275.41 g/mol. For the LUMO energy, the calculation gives 0.17 eV. Its total energy is -25602.334 eV. The energy above the lowest of the compared OMol25 structures with the same formula, charge and spin is 26.3 kJ/mol. The HOMO energy is -0.39440 hartree.

Atomic partial charges in e from the Löwdin method, atoms 1 to 8: -0.07, 0.39, 0.04, -0.03, -0.06, -0.10, 0.05, 0.02

=====

No. 6
DFT (wB97M-V/def2-TZVPD) results for C20H22N6O3Pd as an isolated structure.

The geometry in ORCA input format:
```
! RIJCOSX wB97M-V def2-TZVPD def2/J DEFGRID3
* xyz 0 1
C -5.077 0.239 -2.958
N -1.126 -3.834 1.034
C 2.507 3.009 0.265
H 2.996 0.670 0.604
N 1.287 -3.736 0.806
H -4.070 -1.566 -2.390
H -5.986 -0.277 -3.242
H -0.001 -4.866 -0.398
H -1.603 3.394 -1.989
O 1.392 0.910 0.038
C 2.418 4.403 0.229
H -1.881 -2.864 2.728
H 2.023 -1.910 0.105
H 5.378 5.216 1.631
H -0.825 -0.824 2.070
H 0.182 -5.451 1.267
H 5.558 2.745 1.714
C -1.560 2.313 -1.884
H 1.064 -2.835 -1.071
C 0.085 -4.559 0.646
C -4.015 -0.489 -2.480
H 1.477 -4.202 2.837
C 3.432 5.201 0.716
H -3.747 3.334 -2.815
N -0.459 1.838 -1.429
H -2.136 -2.083 0.487
C -1.252 -2.652 0.202
O 3.829 1.082 0.906
H -5.840 2.199 -3.456
H 2.260 -2.690 2.339
C 1.407 2.189 -0.287
H 0.941 -0.755 1.901
N -0.060 -1.760 0.343
C 0.064 -1.392 1.790
H -0.896 -4.302 3.061
N 0.533 2.746 -1.062
C -2.808 0.132 -2.093
C 1.376 -3.317 2.208
C 4.571 4.602 1.249
N 0.189 -2.567 2.629
C 4.682 3.228 1.301
C -0.988 -3.416 2.430
C -2.724 1.542 -2.232
C 3.654 2.420 0.819
H -1.347 -2.928 -0.846
H 3.343 6.278 0.682
C -5.000 1.631 -3.084
C 1.150 -2.553 -0.021
C -3.833 2.257 -2.723
O -1.838 -0.641 -1.674
Pd -0.252 0.050 -0.707
H 1.526 4.841 -0.198
*
```

Its frontier orbital gap is 7.890 eV. The molar mass comes out at 500.85 g/mol. For the LUMO energy, the calculation gives 0.03 eV. Its total energy is -39660.259 eV. The energy above the lowest of the compared OMol25 structures with the same formula, charge and spin is 0.0 kJ/mol. The HOMO energy is -0.28875 hartree.

Atomic partial charges in e from the Löwdin method, atoms 1 to 8: -0.08, -0.08, -0.09, 0.06, -0.08, 0.11, 0.10, 0.13